Entry from the Open Molecules 2025 dataset: the ion C8H18IN2 with charge +1 at a distorted geometry (the ωB97M-V functional and the def2-TZVPD basis).

```
29
Properties=species:S:1:pos:R:3:lowdin_charge:R:1
C 3.511 0.154 0.115 -0.078
C 2.050 -0.358 -0.180 -0.393
C 1.660 -1.346 0.955 -0.071
C 1.162 0.919 -0.312 -0.170
N -0.291 0.741 -0.311 -0.229
C -0.926 0.670 0.994 -0.157
C -2.448 0.999 0.760 -0.073
N -3.070 -0.007 -0.174 0.039
C -2.097 -0.938 -0.804 -0.183
C -0.796 -0.195 -1.285 -0.621
I -1.475 1.018 -3.015 0.840
H 4.272 -0.630 -0.036 0.086
H 3.552 0.581 1.140 0.086
H 3.745 1.004 -0.566 0.085
H 2.115 -0.859 -1.173 0.130
H 2.299 -2.248 0.834 0.092
H 1.922 -0.932 1.951 0.092
H 0.615 -1.714 0.909 0.055
H 1.420 1.626 0.505 0.135
H 1.438 1.416 -1.271 0.128
H -0.493 1.413 1.691 0.147
H -0.874 -0.317 1.503 0.112
H -3.013 1.082 1.704 0.141
H -2.447 1.962 0.207 0.135
H -3.832 -0.496 0.304 0.188
H -3.527 0.505 -0.941 0.131
H -1.832 -1.755 -0.102 0.140
H -2.573 -1.390 -1.693 0.118
H -0.068 -0.904 -1.707 0.096
```

The value obtained for the HOMO energy is -12.238 eV. Its frontier orbital gap is 9.021 eV. The strongest force on any atom comes out at 0.0383 Eh/bohr. The energy relative to the best compared isomer or geometry (same formula, charge and spin) is 1.4718 eV. Its charge is +1. As for the SMILES: CC(C)CN1CC[NH2+]C[C@H]1I. Its total energy is -722.5635 Eh.


Entry from the Open Molecules 2025 dataset: a structure of composition C8H18LiO8 at a distorted geometry (the ωB97M-V functional and the def2-TZVPD basis).

```
35
Properties=species:S:1:pos:R:3:lowdin_charge:R:1
Li -0.600 -0.497 0.117 0.290
C -1.651 1.563 -0.400 -0.281
O -1.955 0.288 0.081 -0.448
H -2.583 2.073 -0.641 0.055
H -0.903 2.158 0.125 0.047
H -1.212 1.414 -1.386 0.028
C -1.265 -2.324 1.145 -0.276
O -2.046 -1.333 0.379 -0.407
H -1.797 -3.262 1.308 0.024
H -0.493 -2.804 0.544 0.037
H -0.856 -1.880 2.052 0.019
C 1.942 2.405 -0.214 -0.016
O 1.250 2.205 1.003 0.038
C 0.559 1.128 1.162 -0.555
O 0.493 0.167 0.392 -0.017
O 0.151 1.186 2.426 0.032
C -1.010 0.487 2.808 -0.029
H 1.978 3.473 -0.430 0.095
H 1.513 1.861 -1.056 0.097
H 2.984 2.095 -0.137 0.094
H -1.017 0.702 3.877 0.095
H -0.781 -0.572 2.688 0.051
H -1.933 0.706 2.270 0.111
C 2.607 -1.535 -0.015 -0.015
O 2.098 -0.907 -1.258 -0.033
C 0.696 -0.950 -1.410 -0.487
O -0.154 -1.565 -0.723 -0.066
O 0.431 -0.369 -2.571 0.012
C -0.890 -0.211 -3.100 -0.037
H 1.945 -1.419 0.842 0.087
H 3.590 -1.142 0.247 0.086
H 2.632 -2.618 -0.132 0.089
H -1.033 0.661 -3.738 0.087
H -1.739 -0.172 -2.418 0.101
H -0.952 -1.012 -3.837 0.092
```

The value obtained for the HOMO energy is -0.632 eV. Its frontier orbital gap is 3.504 eV. The strongest force on any atom comes out at 0.2942 Eh/bohr. The energy relative to the best compared isomer or geometry (same formula, charge and spin) is 10.8693 eV. Its charge is -1. Its total energy is -924.6422 Eh.


Entry from the Open Molecules 2025 dataset: an isolated molecule of C8H18N2O2S at a distorted geometry (the ωB97M-V functional and the def2-TZVPD basis).

```
31
Properties=species:S:1:pos:R:3:lowdin_charge:R:1
C 4.737 -0.098 0.188 -0.582
C -4.859 -0.381 0.119 -0.094
C -2.618 -1.672 0.325 -0.061
C 3.333 -0.423 -0.317 -0.115
C 2.359 0.653 0.268 -0.184
C 0.846 0.355 0.113 -0.220
C -0.050 1.590 -0.086 -0.374
C -3.408 -0.587 -0.363 -0.469
N -1.252 1.188 -0.679 -0.265
N 5.706 -0.569 -0.654 0.133
O 4.964 0.596 1.111 0.085
O -2.515 1.033 1.543 -0.347
S -2.645 0.965 0.136 0.809
H -5.300 0.540 -0.159 0.053
H -5.602 -1.203 -0.126 0.116
H -4.751 -0.365 1.151 0.047
H -2.855 -1.552 1.352 0.081
H -1.657 -1.571 0.078 0.020
H -2.916 -2.644 -0.104 0.109
H 3.002 -1.362 0.153 0.127
H 3.276 -0.530 -1.334 0.077
H 2.578 1.520 -0.342 0.098
H 2.743 0.895 1.303 0.127
H 0.409 -0.302 0.851 0.093
H 0.669 -0.302 -0.798 0.118
H 0.549 2.249 -0.832 0.128
H -0.193 2.154 0.883 0.120
H -3.297 -0.491 -1.417 0.106
H 5.545 -1.149 -1.486 0.104
H 6.717 -0.394 -0.609 0.112
H -3.514 1.856 -0.267 0.048
```

The value obtained for the HOMO energy is -8.290 eV. Its frontier orbital gap is 8.785 eV. The strongest force on any atom comes out at 0.1451 Eh/bohr. The energy relative to the best compared isomer or geometry (same formula, charge and spin) is 1.3344 eV. Its charge is 0. As for the SMILES: CC(C)[S@@H](=O)=NCCCCC(N)=O. Its total energy is -973.6821 Eh.